1.
{
  "formula": "BF4H16O8",
  "method": "the ωB97M-V functional and the def2-TZVPD basis",
  "elements": ["B", "F", "F", "F", "F", "O", "H", "H", "O", "H", "H", "O", "H", "H", "O", "H", "H", "O", "H", "H", "O", "H", "H", "O", "H", "H", "O", "H", "H"],
  "xyz": [[-6.432, 31.850, 2.230], [-6.938, 32.609, 1.208], [-6.558, 30.503, 1.982], [-5.156, 32.269, 2.405], [-7.220, 32.223, 3.334], [-8.482, 28.758, 2.134], [-7.944, 29.537, 2.096], [-9.135, 28.931, 1.441], [-7.785, 30.827, 5.491], [-8.575, 30.251, 5.331], [-7.670, 31.406, 4.746], [-5.686, 29.007, 4.391], [-5.433, 29.334, 3.546], [-6.454, 29.486, 4.526], [-9.217, 31.137, 0.649], [-9.073, 30.827, -0.249], [-8.661, 31.871, 0.673], [-4.337, 31.578, 4.993], [-4.794, 32.010, 4.277], [-4.561, 30.685, 4.895], [-3.516, 31.325, 0.644], [-4.089, 31.272, -0.122], [-3.935, 31.889, 1.280], [-5.650, 31.657, -0.996], [-6.189, 32.091, -0.373], [-6.232, 31.001, -1.426], [-5.399, 28.684, 0.025], [-6.006, 28.094, 0.479], [-5.437, 29.538, 0.415]],
  "lowdin_charge": [-1.35, 0.15, 0.15, 0.17, 0.13, -0.06, -0.04, 0.02, -0.06, 0.07, -0.02, 0.00, 0.02, -0.04, -0.01, 0.05, -0.02, -0.03, 0.00, -0.03, -0.05, -0.02, -0.01, -0.03, -0.01, 0.07, -0.04, 0.03, -0.03],
  "orbital_gap_ha": 0.3723,
  "homo_ev": -7.511,
  "relative_energy_ev": 0.508,
  "total_energy_ha": -1036.1803,
  "charge": -1
}

---

2.
{
  "formula": "BF4H18O9",
  "method": "the ωB97M-V functional and the def2-TZVPD basis",
  "elements": ["B", "F", "F", "F", "F", "O", "H", "H", "O", "H", "H", "O", "H", "H", "O", "H", "H", "O", "H", "H", "O", "H", "H", "O", "H", "H", "O", "H", "H", "O", "H", "H"],
  "xyz": [[-0.670, -0.013, 0.056], [-0.164, 0.319, 1.329], [-1.871, 0.574, -0.016], [0.179, 0.614, -0.762], [-0.612, -1.379, -0.190], [-1.568, -6.532, 1.027], [-1.177, -7.288, 1.464], [-0.839, -6.121, 0.561], [-2.372, -1.887, 4.275], [-1.861, -2.262, 3.557], [-1.804, -1.213, 4.647], [0.854, 4.925, -1.471], [0.016, 5.209, -1.104], [0.745, 3.986, -1.621], [-3.271, -0.006, -4.129], [-2.627, -0.554, -3.680], [-3.271, -0.326, -5.031], [4.366, 2.409, -3.870], [5.150, 2.653, -3.380], [4.004, 1.665, -3.389], [-4.868, 3.423, 0.794], [-4.313, 2.797, 0.329], [-5.040, 4.113, 0.154], [3.131, -3.667, -1.642], [2.792, -2.813, -1.372], [3.705, -3.935, -0.924], [3.734, -0.110, -0.149], [2.850, 0.256, -0.134], [3.929, -0.303, 0.768], [0.579, 1.670, 4.851], [-0.105, 2.278, 5.131], [0.401, 1.519, 3.922]],
  "lowdin_charge": [-1.45, 0.06, 0.16, 0.15, 0.11, -0.05, 0.02, 0.03, -0.06, 0.03, 0.02, -0.06, 0.03, 0.03, -0.05, 0.03, 0.02, -0.05, 0.03, 0.03, -0.06, 0.03, 0.02, -0.06, 0.02, 0.02, -0.05, 0.02, 0.03, -0.06, 0.03, 0.02],
  "orbital_gap_ha": 0.3968,
  "homo_ev": -8.179,
  "relative_energy_ev": 1.841,
  "total_energy_ha": -1112.5699,
  "charge": -1
}

---

3.
{
  "formula": "BF4Sn",
  "method": "the ωB97M-V functional and the def2-TZVPD basis",
  "elements": ["Sn", "B", "F", "F", "F", "F"],
  "xyz": [[-1.164, -1.657, -1.687], [0.268, 0.365, 0.356], [0.531, -0.661, 1.266], [-1.124, 0.416, 0.044], [0.641, 1.608, 0.857], [0.849, -0.072, -0.836]],
  "lowdin_charge": [1.93, -1.32, 0.13, 0.02, 0.18, 0.05],
  "orbital_gap_ha": 0.2548,
  "homo_ev": -16.178,
  "relative_energy_ev": 1.281,
  "total_energy_ha": -638.4431,
  "charge": 1
}

---

4.
{
  "formula": "BH18O7",
  "method": "the ωB97M-V functional and the def2-TZVPD basis",
  "elements": ["B", "H", "H", "H", "H", "O", "H", "H", "O", "H", "H", "O", "H", "H", "O", "H", "H", "O", "H", "H", "O", "H", "H", "O", "H", "H"],
  "xyz": [[-0.473, -0.630, -0.275], [0.023, -0.624, -1.359], [-0.953, -1.686, -0.005], [0.398, -0.320, 0.471], [-1.349, 0.178, -0.287], [0.218, -3.406, -1.537], [-0.103, -2.570, -1.147], [-0.517, -3.707, -2.077], [-0.613, 2.480, -0.087], [-0.903, 1.546, -0.123], [0.242, 2.423, 0.356], [1.009, -1.266, 2.667], [0.934, -0.472, 3.202], [0.694, -0.987, 1.782], [-1.625, 0.597, -3.118], [-1.993, 1.374, -2.689], [-1.203, 0.115, -2.389], [1.955, 1.982, 1.277], [2.050, 2.382, 2.145], [2.623, 1.290, 1.242], [-2.478, 1.096, 2.619], [-3.169, 1.139, 1.954], [-1.660, 1.214, 2.125], [2.460, -1.077, -1.550], [2.839, -0.303, -1.974], [1.595, -0.767, -1.222]],
  "lowdin_charge": [-0.33, -0.02, 0.01, -0.02, -0.02, -0.10, -0.06, 0.02, -0.11, -0.07, -0.02, -0.09, 0.01, -0.04, -0.09, 0.02, -0.03, -0.04, 0.05, 0.05, -0.07, 0.03, 0.01, -0.09, 0.02, -0.04],
  "orbital_gap_ha": 0.3543,
  "homo_ev": -6.857,
  "relative_energy_ev": 0.472,
  "total_energy_ha": -562.3391,
  "charge": -1
}

---

5.
{
  "formula": "BH3IN2O",
  "method": "the ωB97M-V functional and the def2-TZVPD basis",
  "elements": ["N", "B", "O", "N", "I", "H", "H", "H"],
  "xyz": [[1.212, -0.559, 0.149], [-0.098, 0.110, 0.448], [-0.153, 1.516, 0.230], [-1.207, -0.608, 0.975], [-2.076, -1.322, -0.758], [1.164, -0.850, -0.818], [1.985, 0.090, 0.228], [-0.828, 1.624, -0.454]],
  "lowdin_charge": [0.07, -1.20, -0.01, -0.46, 0.51, 0.01, 0.02, 0.05],
  "orbital_gap_ha": 0.2049,
  "homo_ev": -2.337,
  "relative_energy_ev": 0.399,
  "total_energy_ha": -509.1734,
  "charge": -1
}

---

6.
{
  "formula": "BH3S",
  "method": "the ωB97M-V functional and the def2-TZVPD basis",
  "elements": ["B", "S", "H", "H", "H"],
  "xyz": [[-0.467, 0.220, -0.080], [1.281, -0.055, -0.132], [-1.471, -0.411, -0.163], [-0.559, 1.473, 0.018], [1.216, -1.227, 0.357]],
  "lowdin_charge": [-0.48, 0.73, -0.02, -0.02, -0.21],
  "orbital_gap_ha": 0.3904,
  "homo_ev": -10.241,
  "relative_energy_ev": 0.284,
  "total_energy_ha": -424.8088
}

---

7.
{
  "formula": "BH4NO",
  "method": "the ωB97M-V functional and the def2-TZVPD basis",
  "elements": ["B", "N", "O", "H", "H", "H", "H"],
  "xyz": [[-0.268, 0.123, -0.706], [0.343, -0.944, 1.329], [0.718, 0.618, -1.487], [-1.395, 0.279, -0.951], [0.504, -0.119, 1.837], [1.253, -1.375, 1.349], [0.433, 1.160, -2.242]],
  "lowdin_charge": [0.00, -0.04, 0.08, 0.03, -0.11, -0.07, 0.10],
  "orbital_gap_ha": 0.3265,
  "homo_ev": -8.638,
  "relative_energy_ev": 4.156,
  "total_energy_ha": -157.1670
}

---

8.
{
  "formula": "BH4NS",
  "method": "the ωB97M-V functional and the def2-TZVPD basis",
  "elements": ["B", "N", "S", "H", "H", "H", "H"],
  "xyz": [[0.165, 0.025, -0.246], [-0.845, -0.736, 0.271], [1.990, 0.198, -0.104], [-0.306, 1.926, -2.053], [-1.717, -0.693, -0.174], [-0.988, -1.310, 1.128], [1.702, 0.590, 1.178]],
  "lowdin_charge": [-0.76, 0.10, 0.62, 0.02, 0.05, 0.11, -0.14],
  "orbital_gap_ha": [0.3333, 0.2648],
  "homo_ev": [-9.058, -7.179],
  "relative_energy_ev": 4.631,
  "total_energy_ha": -480.0717
}

---

9.
{
  "formula": "BH6N2O2P",
  "method": "the ωB97M-V functional and the def2-TZVPD basis",
  "elements": ["N", "P", "O", "O", "B", "N", "H", "H", "H", "H", "H", "H"],
  "xyz": [[0.887, -1.373, -0.682], [0.728, -0.080, 0.152], [1.518, -0.094, 1.556], [1.275, 1.282, -0.554], [-1.124, 0.293, 0.683], [-2.160, -0.215, -0.196], [1.302, -1.271, -1.597], [2.391, -0.497, 1.455], [0.585, 1.866, -0.887], [-1.379, 0.892, 1.682], [-2.216, 0.310, -1.070], [-1.805, -1.114, -0.543]],
  "lowdin_charge": [-0.19, 0.46, -0.18, -0.17, -0.24, 0.05, -0.02, 0.08, 0.07, 0.04, 0.08, 0.05],
  "orbital_gap_ha": 0.3194,
  "homo_ev": -9.109,
  "total_energy_ha": -629.8312
}

---

10.
{
  "formula": "BeCl3",
  "method": "the ωB97M-V functional and the def2-TZVPD basis",
  "elements": ["Be", "Cl", "Cl", "Cl"],
  "xyz": [[21.233, 20.475, -23.015], [21.392, 17.763, -23.303], [20.941, 21.913, -20.635], [23.898, 20.911, -23.122]],
  "lowdin_charge": [0.51, -0.49, -0.52, -0.49],
  "orbital_gap_ha": 0.2485,
  "homo_ev": -6.007,
  "relative_energy_ev": 3.200,
  "total_energy_ha": -1395.4057,
  "charge": -1
}

---

11.
{
  "formula": "BeFH8O4",
  "method": "the ωB97M-V functional and the def2-TZVPD basis",
  "elements": ["Be", "F", "O", "H", "H", "O", "H", "H", "O", "H", "H", "O", "H", "H"],
  "xyz": [[7.450, -6.901, -11.977], [6.320, -6.402, -12.924], [8.780, -5.959, -12.568], [8.526, -5.119, -13.005], [9.389, -5.449, -11.981], [4.989, -8.129, -10.841], [4.183, -7.644, -10.767], [4.622, -8.992, -10.887], [7.205, -6.419, -10.408], [7.600, -6.447, -9.519], [6.365, -5.988, -10.220], [7.763, -8.552, -12.017], [7.067, -9.087, -12.458], [8.599, -8.824, -12.530]],
  "lowdin_charge": [0.11, -0.28, 0.07, 0.14, 0.14, -0.02, 0.05, 0.04, 0.09, 0.15, 0.13, 0.07, 0.14, 0.18],
  "orbital_gap_ha": 0.4212,
  "homo_ev": -15.280,
  "relative_energy_ev": 0.336,
  "total_energy_ha": -420.2872,
  "charge": 1
}

---

12.
{
  "formula": "BeH10O5",
  "method": "the ωB97M-V functional and the def2-TZVPD basis",
  "elements": ["Be", "O", "H", "H", "O", "H", "H", "O", "H", "H", "O", "H", "H", "O", "H", "H"],
  "xyz": [[-9.108, 0.464, 9.759], [-9.380, -0.994, 10.461], [-10.027, -1.615, 10.121], [-9.154, -1.228, 11.369], [-7.513, 0.336, 9.174], [-7.133, 0.957, 8.491], [-7.173, -0.544, 9.056], [-10.261, 0.653, 8.661], [-9.917, 0.840, 7.754], [-10.920, 1.359, 8.742], [-8.248, 2.961, 8.611], [-8.534, 3.317, 7.743], [-7.264, 3.062, 8.475], [-9.157, 1.688, 10.907], [-8.410, 2.225, 11.162], [-9.994, 2.120, 11.233]],
  "lowdin_charge": [0.15, 0.14, 0.15, 0.16, 0.10, 0.15, 0.13, 0.12, 0.17, 0.16, -0.06, 0.09, 0.10, 0.11, 0.13, 0.18],
  "orbital_gap_ha": 0.4587,
  "homo_ev": -20.287,
  "relative_energy_ev": 0.081,
  "total_energy_ha": -396.4634,
  "charge": 2
}

---

13.
{
  "formula": "BeH16O8",
  "method": "the ωB97M-V functional and the def2-TZVPD basis",
  "elements": ["Be", "O", "H", "H", "O", "H", "H", "O", "H", "H", "O", "H", "H", "O", "H", "H", "O", "H", "H", "O", "H", "H", "O", "H", "H"],
  "xyz": [[-0.085, 0.031, -0.142], [-1.952, -1.028, 1.208], [-1.544, -1.774, 1.666], [-2.771, -0.860, 1.691], [1.607, 1.849, 0.132], [2.531, 1.884, 0.414], [1.187, 2.602, 0.569], [-0.175, -2.449, -0.599], [-0.385, -2.708, -1.504], [0.247, -3.226, -0.208], [-1.409, 2.043, 0.028], [-2.164, 2.362, -0.487], [-1.594, 2.316, 0.933], [1.519, 0.088, -2.046], [1.618, -0.387, -2.883], [2.369, 0.523, -1.904], [1.879, -1.178, 0.751], [2.560, -0.951, 0.104], [2.351, -1.242, 1.593], [-1.553, -0.389, -2.079], [-2.043, -1.184, -2.325], [-1.873, 0.298, -2.679], [-0.065, 0.988, 2.224], [-0.876, 1.293, 2.647], [0.621, 1.101, 2.896]],
  "lowdin_charge": [0.99, -0.04, 0.07, 0.09, -0.04, 0.09, 0.07, -0.04, 0.07, 0.09, -0.01, 0.10, 0.06, -0.03, 0.09, 0.07, -0.03, 0.06, 0.09, -0.02, 0.08, 0.09, -0.05, 0.07, 0.09],
  "orbital_gap_ha": 0.3953,
  "homo_ev": -18.873,
  "relative_energy_ev": 0.292,
  "total_energy_ha": -625.6707,
  "charge": 2
}

---

14.
{
  "formula": "Br2H2N2",
  "method": "the ωB97M-V functional and the def2-TZVPD basis",
  "elements": ["H", "N", "N", "Br", "Br", "H"],
  "xyz": [[1.564, 1.175, -0.914], [0.996, 1.204, -0.096], [0.721, 0.387, 0.680], [1.022, -1.505, 0.236], [-2.659, -0.180, 0.162], [-1.644, -1.083, -0.069]],
  "lowdin_charge": [0.07, 0.00, -0.41, 0.41, 0.34, -0.41],
  "orbital_gap_ha": 0.3520,
  "homo_ev": -9.829,
  "relative_energy_ev": 0.000,
  "total_energy_ha": -5258.6595
}

---

15.
{
  "formula": "Br2H8O4Pt",
  "method": "the ωB97M-V functional and the def2-TZVPD basis",
  "elements": ["Pt", "Br", "Br", "O", "H", "H", "O", "H", "H", "O", "H", "H", "O", "H", "H"],
  "xyz": [[0.723, -0.098, 0.020], [2.658, 1.372, -1.376], [2.287, -1.700, 1.560], [0.371, -1.405, -1.677], [0.431, -2.360, -1.688], [-0.183, -1.190, -2.427], [0.335, 1.311, 1.638], [0.694, 1.419, 2.519], [-0.516, 1.746, 1.670], [-0.662, 1.326, -0.798], [-1.462, 1.449, -1.309], [-0.270, 2.198, -0.752], [-1.169, -1.213, 0.668], [-1.457, -0.950, 1.541], [-1.780, -1.903, 0.411]],
  "mulliken_spin": [1.48, 0.36, 0.94, 0.05, 0.00, 0.00, 0.04, 0.00, 0.00, 0.06, 0.01, 0.00, 0.05, 0.00, 0.00],
  "orbital_gap_ha": [0.3108, 0.1665],
  "homo_ev": [-12.280, -12.159],
  "total_energy_ha": -5572.7516,
  "charge": 1,
  "multiplicity": 4
}

---

16.
{
  "formula": "Br2Ti2",
  "method": "the ωB97M-V functional and the def2-TZVPD basis",
  "elements": ["Ti", "Ti", "Br", "Br"],
  "xyz": [[-0.851, 1.003, -0.071], [1.874, -0.105, 0.063], [-0.619, -0.726, -2.116], [-0.403, -0.172, 2.124]],
  "mulliken_spin": [2.77, 3.22, 0.02, -0.01],
  "orbital_gap_ha": [0.1907, 0.3092],
  "homo_ev": [-6.128, -9.490],
  "total_energy_ha": -6846.8192,
  "multiplicity": 7
}

---

17.
{
  "formula": "Br3HOP",
  "method": "the ωB97M-V functional and the def2-TZVPD basis",
  "elements": ["O", "P", "Br", "Br", "Br", "H"],
  "xyz": [[0.642, -0.376, -0.939], [-0.276, -0.044, 0.246], [1.054, -0.314, 1.874], [-2.053, -1.393, 0.383], [-0.984, 2.793, -0.473], [1.618, -0.666, -1.091]],
  "lowdin_charge": [-0.37, -0.04, 0.54, 0.48, 0.20, 0.19],
  "orbital_gap_ha": [0.2479, 0.2593],
  "homo_ev": [-15.387, -15.096],
  "relative_energy_ev": 1.330,
  "total_energy_ha": -8138.9266,
  "charge": 1
}

---

18.
{
  "formula": "Br3Hf",
  "method": "the ωB97M-V functional and the def2-TZVPD basis",
  "elements": ["Hf", "Br", "Br", "Br"],
  "xyz": [[-0.602, 0.695, -0.788], [2.107, 0.271, -0.873], [-1.114, -1.899, -0.317], [-0.391, 0.933, 1.978]],
  "lowdin_charge": [1.00, 0.00, 0.02, -0.03],
  "orbital_gap_ha": 0.2544,
  "homo_ev": -14.556,
  "relative_energy_ev": 0.258,
  "total_energy_ha": -7769.7941,
  "charge": 1
}

---

19.
{
  "formula": "Br3NO3Pb",
  "method": "the ωB97M-V functional and the def2-TZVPD basis",
  "elements": ["Pb", "Br", "Br", "Br", "N", "O", "O", "O"],
  "xyz": [[0.190, -1.315, -0.139], [-2.694, -0.701, 0.163], [0.136, -2.094, 2.543], [2.756, -1.826, -0.780], [0.072, 1.627, -0.527], [-0.410, 0.890, -1.458], [-0.813, 2.501, -0.136], [0.763, 0.919, 0.338]],
  "lowdin_charge": [0.37, -0.46, -0.41, -0.40, -0.47, -0.25, -0.08, -0.29],
  "orbital_gap_ha": 0.2429,
  "homo_ev": -1.048,
  "total_energy_ha": -8195.4085,
  "charge": -2
}

---

20.
{
  "formula": "Br3O3P",
  "method": "the ωB97M-V functional and the def2-TZVPD basis",
  "elements": ["O", "O", "O", "P", "Br", "Br", "Br"],
  "xyz": [[-0.382, 0.335, -1.822], [0.543, 1.017, 0.534], [0.349, -1.488, 0.103], [-0.314, -0.007, -0.425], [-0.170, 2.653, 0.467], [-2.155, -0.288, 0.721], [2.129, -2.222, 0.421]],
  "lowdin_charge": [-0.29, -0.85, -0.85, 0.02, 0.79, 0.50, 0.69],
  "orbital_gap_ha": 0.3133,
  "homo_ev": -10.881,
  "relative_energy_ev": 0.386,
  "total_energy_ha": -8289.0972
}